DFT (the ωB97M-V functional and the def2-TZVPD basis) results for a 3-piece molecular cluster, C21H45BrN2O4PS overall at a distorted geometry.

Summary:
Molar mass (g mol⁻¹): 532.55
E_tot (eV): -123836.4832

```
! RIJCOSX wB97M-V def2-TZVPD def2/J DEFGRID3
* xyz 1 1
C 5.04282 -1.29064 2.59866
C 4.88239 0.22011 2.09064
C 5.50000 0.32370 0.63193
C 4.64654 1.16173 -0.41124
C 3.92297 2.43569 0.17582
C 2.76606 2.83636 -0.86890
C 1.53966 3.57058 -0.17949
C 0.62910 2.56340 0.63545
C -0.29166 1.64667 -0.29113
C -0.79616 0.43325 0.60390
N -1.07813 -0.81178 -0.14707
C -0.22637 -1.80941 -0.66382
P 1.63255 -1.84623 -0.60009
O 2.15651 -0.74502 0.52819
O 2.25112 -3.37101 -0.33645
S 2.24805 -1.29192 -2.36021
C -0.95202 -2.90447 -1.30876
N -2.29095 -2.47146 -1.14996
C -2.34719 -1.26640 -0.49322
Br -3.99193 -0.33380 -0.10509
H 4.40561 -1.39199 3.53006
H 4.57879 -2.00142 1.85012
H 6.12065 -1.52429 2.79069
H 5.47510 0.89623 2.77379
H 3.78798 0.44954 2.15678
H 5.54778 -0.73429 0.22261
H 6.57432 0.65468 0.71549
H 3.96850 0.46153 -0.96714
H 5.38297 1.54745 -1.18489
H 3.39498 2.27090 1.15338
H 4.63953 3.29168 0.33225
H 2.36333 1.84320 -1.25079
H 3.16093 3.44710 -1.72558
H 0.88276 4.02973 -0.97705
H 1.94552 4.38809 0.48847
H 1.29595 1.90913 1.27377
H -0.00899 3.17070 1.34010
H -1.19196 2.28077 -0.55280
H 0.20634 1.34193 -1.25006
H -0.01997 0.22553 1.38444
H -1.75298 0.76218 1.09540
H 1.94835 0.16697 0.22228
H 2.03791 -3.68787 0.56937
H -0.56159 -3.83240 -1.78039
H -3.05800 -3.05051 -1.49513
C -3.04790 7.00552 -2.90199
C -2.00038 5.90576 -2.88927
O -1.81878 5.30628 -1.61263
C -2.95592 4.67896 -1.04452
C -3.51257 3.54733 -1.89245
H -2.79025 7.78643 -2.18165
H -3.11770 7.45246 -3.89540
H -4.03735 6.63036 -2.63502
H -1.03616 6.33433 -3.16848
H -2.22586 5.14004 -3.63880
H -3.72867 5.42270 -0.82543
H -2.63608 4.27468 -0.07960
H -3.85485 3.89535 -2.86782
H -4.36021 3.07742 -1.38835
H -2.74433 2.78879 -2.06763
C -2.32344 -4.49521 2.10115
C -3.31012 -5.09772 1.11445
O -2.76925 -6.16053 0.34954
C -2.30536 -7.29201 1.07874
C -3.38468 -7.96485 1.90791
H -1.43110 -4.13489 1.57789
H -2.78076 -3.65865 2.63472
H -1.99326 -5.22271 2.84298
H -3.61087 -4.32525 0.40174
H -4.22433 -5.42084 1.62118
H -1.44728 -7.01467 1.70018
H -1.93210 -8.00355 0.33943
H -3.79030 -7.29833 2.67133
H -2.98152 -8.84452 2.41201
H -4.21575 -8.27667 1.27140
*
```


DFT (the ωB97M-V functional and the def2-TZVPD basis) results for C21H29BCsF27LiMgN2O10S3 as an isolated structure at a distorted geometry.

Summary:
Molar mass (g mol⁻¹): 1253.58
E_tot (eV): -158414.8315

```
! RIJCOSX wB97M-V def2-TZVPD def2/J DEFGRID3
* xyz 1 1
F -0.06963 0.70062 0.04729
C -1.23316 1.01766 -0.86510
F -1.05391 2.48814 -1.16876
C -2.62144 0.88560 -0.03490
C -2.92122 -0.53784 0.70208
N -2.18723 -0.77468 2.00289
C -2.88097 -0.00631 3.14499
C -1.96941 -0.09405 4.51222
C -0.56589 0.81299 4.42247
F -0.61434 1.84236 3.34546
F 0.46908 -0.18384 3.94742
C -0.02879 1.33950 5.86936
F -0.34922 0.26033 6.87442
F 1.45625 1.40878 5.81375
S -0.69965 2.95960 6.48286
F -2.16612 2.85943 5.61238
F -1.48957 2.06683 7.76261
F 0.67270 3.05804 7.55941
F 0.09793 3.90664 5.30097
F -1.27778 4.41957 7.18025
C -2.14071 -2.29231 2.27944
C -3.11179 -3.07603 3.34250
C -2.98493 -4.71472 3.63832
C -1.86163 -5.63814 2.87541
C -0.88725 -4.85260 1.78155
C -1.00359 -3.21320 1.47186
C -1.04417 0.05480 -2.16882
F -0.91588 -1.33502 -1.67597
F 0.32452 0.39588 -2.71834
C -2.08226 0.28487 -3.40679
F -2.99262 1.45969 -3.11185
F -1.29765 0.78600 -4.59883
C -3.09779 -0.94294 -3.74411
F -3.71189 -1.56587 -2.51250
F -4.27836 -0.31131 -4.44964
S -2.48968 -2.29210 -4.85676
F -4.15249 -2.69797 -5.18600
F -2.45326 -1.32475 -6.26776
F -0.83913 -2.08501 -4.49579
F -2.59215 -3.37913 -3.50082
F -2.05383 -3.63307 -5.83103
H -2.58347 1.70903 0.82962
H -3.60672 1.16030 -0.65062
H -2.78514 -1.49638 0.04619
H -4.08080 -0.51889 0.99101
H -1.19357 -0.46208 2.02246
H -3.97892 -0.42469 3.34891
H -3.03280 1.13939 2.88863
H -1.62426 -1.17959 4.79327
H -2.61178 0.33443 5.39138
H -3.92891 -2.51377 3.97332
H -3.69788 -5.23039 4.43470
H -1.78537 -6.78022 3.13779
H -0.07648 -5.50139 1.22709
H -0.28958 -2.69935 0.68880
C 3.52443 1.60724 2.63055
C 3.82585 3.08894 2.71949
O 2.61906 3.83428 2.65260
H 3.00276 1.37614 1.69602
H 4.44502 1.01857 2.67611
H 2.86598 1.29605 3.44810
H 4.46593 3.39998 1.88862
H 4.33597 3.33000 3.65720
H 2.06130 3.55662 3.39948
C 6.25153 3.97060 5.22047
O 6.08609 2.65717 5.17573
H 5.34347 4.59613 5.18223
H 6.74904 4.38737 6.11276
H 6.85148 4.43231 4.41786
Cs -1.41555 -1.31119 -8.05669
B 0.15954 4.20357 -9.21414
F -0.94080 5.15325 -9.24602
F 0.19912 3.55129 -7.91539
F -0.03254 3.20431 -10.25255
F 1.41215 4.90525 -9.44248
Mg -2.86316 4.99088 -9.42016
C 3.74350 -3.04033 -5.65156
C 5.04804 -3.82573 -5.75658
O 4.68548 -5.07521 -6.33980
S 3.42999 -4.84183 -7.35455
O 3.95173 -4.72286 -8.69796
O 2.37678 -5.76377 -6.99795
O 3.01390 -3.35291 -6.83696
H 3.15280 -3.37060 -4.79101
H 3.91482 -1.96278 -5.58226
H 5.52242 -3.97730 -4.78407
H 5.75330 -3.32985 -6.43189
N -1.97853 4.07594 -4.96559
O -1.14382 3.70934 -4.12182
O -1.85006 3.73784 -6.15392
O -2.94168 4.78047 -4.62090
F 0.26298 -1.94057 5.39451
O -0.45285 -3.63802 7.37666
H -0.62002 -2.70195 7.56313
H -0.50261 -4.06243 8.24637
Li 6.06170 6.46098 4.67766
*
```


DFT (the ωB97M-V functional and the def2-TZVPD basis) results for C15H24N2O18PS2 as an isolated structure at a distorted geometry.

Summary:
Molar mass (g mol⁻¹): 615.46
E_tot (eV): -86740.6047

```
! RIJCOSX wB97M-V def2-TZVPD def2/J DEFGRID3
* xyz -1 1
C 6.58621 2.15287 -1.79485
C 6.49501 0.97845 -2.42381
C 5.68661 -0.18215 -1.92773
S 3.91525 0.15735 -1.70187
O 3.51776 -0.63563 -0.55597
O 3.72773 1.59381 -1.56826
N 3.37905 -0.35292 -3.11059
S 1.92681 -0.92889 -3.36224
O 1.63180 -2.18077 -2.71230
O 1.67374 -0.84624 -4.78244
P 0.46644 0.46275 -2.57740
N -0.93505 -0.17976 -2.57329
O 1.03709 0.81802 -1.12893
O 0.53862 1.80500 -3.45090
H 6.72393 3.06968 -2.35825
H 6.51311 2.24750 -0.71700
H 7.04998 0.82539 -3.34483
H 5.70370 -0.97011 -2.67636
H 6.01753 -0.61400 -0.98149
H -1.61474 0.33277 -3.12076
H 1.14105 1.76171 -0.96874
H 1.38060 2.27529 -3.37402
C 1.95095 2.99160 1.37605
C 2.09843 3.32503 2.83416
O 2.37505 4.73373 2.81740
C 1.91072 5.23346 1.64461
O 1.84950 6.39413 1.38624
O 1.50109 4.23875 0.82388
H 1.23064 2.19979 1.22476
H 2.89354 2.71402 0.89773
H 1.16461 3.14536 3.36318
H 2.90555 2.78592 3.32365
C 0.38153 -0.96813 1.54211
C -1.12424 -1.12399 1.46370
O -1.59267 -0.12746 2.39896
C -0.63662 0.81441 2.51180
O -0.76594 1.88445 3.02924
O 0.50127 0.41278 1.91261
H 0.90025 -1.15295 0.60462
H 0.82293 -1.57885 2.33145
H -1.50623 -0.87655 0.47189
H -1.47991 -2.10529 1.76083
C -5.94786 -1.49630 -2.67393
C -4.45900 -1.72567 -2.47737
O -3.90027 -0.55544 -3.06294
C -4.81912 0.42843 -3.04730
O -4.61596 1.56867 -3.30316
O -6.03723 -0.07113 -2.68631
H -6.56549 -1.90188 -1.87658
H -6.30007 -1.87744 -3.63481
H -4.16940 -1.76071 -1.42566
H -4.07879 -2.60944 -2.98147
C -4.26643 -3.08669 4.79689
C -4.17066 -3.05966 3.28216
O -2.86299 -3.59145 3.05788
C -2.50727 -4.34264 4.12974
O -1.55118 -5.04207 4.17748
O -3.39980 -4.17445 5.13437
H -5.26810 -3.28049 5.17001
H -3.87775 -2.17463 5.25207
H -4.90135 -3.71518 2.80516
H -4.24399 -2.06208 2.85691
*
```


DFT (the ωB97M-V functional and the def2-TZVPD basis) results for CH5PS2 as an isolated structure at a distorted geometry.

Summary:
Energy above the lowest of the compared OMol25 structures with the same formula, charge and spin (eV): 3.066
Molar mass (g mol⁻¹): 112.16
E_tot (eV): -32074.9908

```
! RIJCOSX wB97M-V def2-TZVPD def2/J DEFGRID3
* xyz 0 1
C 1.96682 0.39474 0.32229
P -2.89440 -0.32396 0.21445
S 1.02836 -0.37364 -0.96992
S -1.37269 0.85985 -0.28006
H 1.79424 -0.07296 1.25509
H 1.72699 1.51088 0.30395
H 3.04549 0.21121 -0.03497
H -3.28536 -0.77491 -1.06998
H -2.00946 -1.43121 0.25914
*
```